# C19H28N4O5S

One molecule with the formula C19H28N4O5S (ωB97M-V/def2-TZVPD, the OMol25 dataset).

Geometry as ORCA input:
```
! wB97M-V def2-TZVPD RIJCOSX def2/J DEFGRID3
* xyz 0 1
C 0.641 5.354 5.772
O 0.945 4.895 4.461
C 1.030 3.553 4.323
O 0.863 2.769 5.217
N 1.325 3.272 3.018
C 1.518 2.032 2.417
C 1.447 0.835 3.131
C 1.647 -0.366 2.477
C 1.915 -0.378 1.121
S 2.140 -1.948 0.295
O 2.280 -1.680 -1.116
O 3.174 -2.697 0.941
N 0.674 -2.665 0.667
C 0.656 -4.105 0.832
C 0.558 -4.841 -0.504
C -0.633 -4.324 -1.309
C -0.478 -2.817 -1.513
C -1.650 -2.222 -2.280
O -2.746 -2.754 -2.279
N -1.424 -1.066 -2.946
C -2.527 -0.404 -3.612
C -2.796 0.946 -2.951
N -1.598 1.765 -3.016
C -1.825 3.099 -2.506
C -0.504 1.103 -2.331
C -0.227 -0.257 -2.977
C -0.413 -2.149 -0.131
C 1.993 0.801 0.404
C 1.793 2.006 1.048
H 1.408 5.027 6.476
H -0.325 4.964 6.096
H 0.615 6.438 5.710
H 1.422 4.082 2.420
H 1.238 0.860 4.187
H 1.600 -1.303 3.007
H 1.578 -4.366 1.354
H -0.202 -4.351 1.467
H 0.460 -5.912 -0.321
H 1.479 -4.669 -1.066
H -0.683 -4.824 -2.278
H -1.569 -4.524 -0.783
H 0.462 -2.638 -2.035
H -3.402 -1.051 -3.540
H -2.266 -0.248 -4.663
H -3.597 1.460 -3.485
H -3.119 0.781 -1.907
H -2.624 3.566 -3.079
H -2.105 3.107 -1.441
H -0.916 3.686 -2.632
H 0.387 1.729 -2.418
H -0.725 0.964 -1.254
H 0.611 -0.735 -2.475
H 0.040 -0.090 -4.028
H -0.259 -1.071 -0.216
H -1.350 -2.329 0.406
H 2.214 0.754 -0.651
H 1.852 2.933 0.495
*
```

Computed properties:
SMILES = COC(=O)Nc1ccc(S(=O)(=O)N2CCC[C@@H](C(=O)N3CCN(C)CC3)C2)cc1

# OS

One molecule with the formula OS (ωB97M-V/def2-TZVPD, the OMol25 dataset).

Geometry as ORCA input:
```
! wB97M-V def2-TZVPD RIJCOSX def2/J DEFGRID3
* xyz 0 1
O 0.425 0.284 -0.528
S -0.425 -0.284 0.528
*
```

Computed properties:
SMILES = O=S

Calculated HOMO (eV), listed in the same order as above: -8.9 -8.7
Calculated calculated total energy (eV), listed in the same order as above: -47191.590 -12880.046
Calculated LUMO level (hartree), listed in the same order as above: 0.0138 -0.0842